73
Properties=species:S:1:pos:R:3 method="wB97M-V/def2-TZVPD" molar_mass_g_mol=727.62 gap_ha=0.2064 total_charge=0 e_above_lowest_kj_mol=113.9 homo_energy_ev=-6.09 fmax_ev_per_a=2.31 lumo_ev=-0.478
Hg 0.033 0.906 2.842
C -1.991 1.696 -4.250
C -2.080 0.423 -3.853
C -1.254 -0.698 -4.408
C 0.232 -0.363 -4.671
C 0.873 0.445 -3.565
C 0.920 1.780 -3.573
C 0.370 2.597 -4.736
C -1.023 2.229 -5.283
C 1.469 0.627 4.527
H -2.707 2.459 -3.885
H -2.944 0.110 -3.257
H -1.736 -1.015 -5.347
H -1.286 -1.564 -3.730
H 0.779 -1.315 -4.757
H 0.326 0.136 -5.651
H 1.363 -0.157 -2.785
H 1.524 2.336 -2.845
H 1.098 2.539 -5.563
H 0.311 3.652 -4.429
H -1.480 3.159 -5.665
H -0.952 1.554 -6.153
H 0.887 1.045 5.355
H 2.386 1.192 4.338
H 1.651 -0.437 4.679
P 1.769 -0.492 1.396
P -1.411 -0.950 1.458
N 2.843 0.749 0.904
N 2.899 -1.682 1.932
N -2.195 0.344 0.582
N -2.817 -1.845 1.873
C 0.974 -1.147 -0.091
C -0.416 -1.807 0.187
C 2.820 2.044 1.441
C 3.782 2.802 0.810
C 4.435 1.955 -0.148
C 3.842 0.708 -0.076
C 3.805 -1.519 3.000
C 4.439 -2.730 3.222
C 3.922 -3.664 2.270
C 2.985 -3.011 1.497
C -2.395 1.622 1.125
C -2.789 2.487 0.121
C -2.898 1.715 -1.078
C -2.500 0.417 -0.771
C -3.951 -2.203 1.128
C -4.788 -2.960 1.935
C -4.154 -3.078 3.219
C -2.955 -2.396 3.162
H 1.642 -1.877 -0.581
H 0.872 -0.295 -0.791
H -0.977 -1.909 -0.756
H -0.273 -2.826 0.599
H 2.089 2.293 2.202
H 3.989 3.844 1.004
H 5.239 2.247 -0.808
H 4.003 -0.202 -0.637
H 3.890 -0.568 3.506
H 5.189 -2.927 3.972
H 4.212 -4.706 2.164
H 2.361 -3.343 0.683
H -2.204 1.811 2.168
H -2.965 3.544 0.218
H -3.215 2.064 -2.042
H -2.356 -0.447 -1.398
H -4.040 -1.908 0.092
H -5.734 -3.399 1.649
H -4.541 -3.625 4.073
H -2.166 -2.245 3.881
Cl -1.598 2.941 4.706
C -1.586 1.248 4.372
H -1.262 0.666 5.248
H -2.587 0.923 4.046

---

83
Properties=species:S:1:pos:R:3 method="wB97M-V/def2-TZVPD" molar_mass_g_mol=818.55 gap_ha=0.3383 total_charge=0 smiles="CCOCCCCC[C@@H]1[C@H](C(F)(F)C(F)(F)C(F)(F)F)CS(=O)(=O)O[C@@]1(Cc1ccccc1)C[C@@H](C)I.CCOC(=O)C(F)(F)F" e_above_lowest_kj_mol=317.5 homo_energy_ev=-9.00 fmax_ev_per_a=6.68 lumo_ev=0.202
C -3.539 -3.928 3.417
C -3.243 -2.599 2.611
O -2.791 -2.815 1.276
C -1.422 -3.246 1.241
C -0.421 -2.069 0.863
C -0.269 -1.886 -0.702
C -0.304 -0.347 -1.099
C 0.956 0.349 -0.481
C 1.651 1.479 -1.378
C 3.234 1.439 -1.305
C 3.991 1.151 0.013
F 5.050 0.263 -0.335
F 3.374 0.469 1.044
C 4.808 2.310 0.723
F 6.012 2.523 0.054
F 4.182 3.521 0.826
C 5.258 1.944 2.221
F 4.266 2.152 3.125
F 6.241 2.876 2.528
F 5.857 0.736 2.325
C 3.972 2.579 -2.177
S 2.776 3.250 -3.372
O 2.865 2.417 -4.582
O 3.262 4.584 -3.754
O 1.276 3.345 -2.871
C 0.937 2.878 -1.474
C 1.451 4.090 -0.632
C 1.224 4.193 0.889
C 0.866 5.537 1.418
C 0.674 5.821 2.825
C 0.823 4.780 3.840
C 1.188 3.442 3.362
C 1.396 3.191 1.926
C -0.638 2.820 -1.732
C -1.684 3.061 -0.598
C -1.562 2.452 0.827
I -2.089 5.244 -0.531
H -4.349 -3.735 4.168
H -2.624 -4.227 4.007
H -3.779 -4.796 2.753
H -2.560 -1.915 3.189
H -4.226 -2.052 2.536
H -1.109 -3.798 2.168
H -1.347 -3.997 0.402
H 0.572 -2.359 1.318
H -0.748 -1.118 1.368
H -1.084 -2.434 -1.246
H 0.721 -2.305 -1.015
H -0.349 -0.298 -2.226
H -1.285 0.053 -0.703
H 1.742 -0.472 -0.518
H 0.908 0.589 0.605
H 1.399 1.032 -2.393
H 3.477 0.538 -1.952
H 4.335 3.447 -1.583
H 4.849 2.173 -2.741
H 2.536 4.364 -0.800
H 0.918 4.981 -1.086
H 0.746 6.382 0.692
H 0.435 6.881 3.098
H 0.672 5.032 4.914
H 1.300 2.657 4.141
H 1.708 2.168 1.630
H -0.925 1.890 -2.305
H -0.927 3.620 -2.479
H -2.667 2.691 -1.013
H -2.506 1.885 1.084
H -1.534 3.290 1.582
H -0.712 1.781 1.062
C -5.722 -6.734 -1.324
C -4.540 -7.592 -1.725
O -3.675 -6.881 -2.626
C -2.809 -6.033 -2.061
O -2.718 -5.835 -0.883
C -1.924 -5.388 -3.128
F -2.627 -4.976 -4.198
F -0.996 -6.248 -3.588
F -1.265 -4.317 -2.664
H -6.249 -6.371 -2.210
H -6.419 -7.301 -0.706
H -5.399 -5.855 -0.763
H -4.890 -8.474 -2.262
H -3.985 -7.944 -0.854

---

70
Properties=species:S:1:pos:R:3 method="wB97M-V/def2-TZVPD" molar_mass_g_mol=445.63 gap_ha=0.1658 total_charge=+1 e_above_lowest_kj_mol=336.7 homo_energy_ev=-9.45 fmax_ev_per_a=2.20 lumo_ev=-4.935
C 2.369 3.784 -1.082
N 1.075 3.395 -1.512
C 0.684 3.587 -2.875
C 0.182 2.316 -3.582
C 0.166 1.068 -2.731
N 0.162 -0.172 -3.349
C 0.254 -0.256 -4.812
C -0.090 -1.664 -5.281
O 0.738 -2.629 -4.625
C 0.492 -2.643 -3.220
C 0.732 -1.274 -2.586
C 0.061 1.185 -1.373
C 0.289 2.495 -0.712
H 2.343 4.000 -0.006
H 3.112 2.983 -1.241
H 2.724 4.663 -1.645
H -0.137 4.332 -2.894
H 1.527 4.041 -3.423
H -0.838 2.542 -3.929
H 0.809 2.172 -4.473
H -0.459 0.439 -5.272
H 1.283 -0.013 -5.152
H -1.169 -1.844 -5.097
H 0.171 -1.780 -6.344
H -0.549 -2.970 -3.002
H 1.217 -3.362 -2.803
H 1.828 -1.152 -2.471
H 0.298 -1.311 -1.581
H -0.219 0.366 -0.717
H 0.784 2.375 0.257
H -0.709 2.955 -0.537
C -3.768 4.147 2.717
N -3.204 3.030 3.447
C -3.054 3.259 4.868
C -2.572 1.970 2.792
C -1.164 1.836 2.831
C -0.545 0.799 2.153
C -1.295 -0.177 1.449
C -0.684 -1.303 0.777
C 0.344 -2.055 1.344
C 0.872 -3.336 0.870
C 0.477 -4.256 -0.093
C 1.220 -5.436 -0.252
C 2.338 -5.709 0.554
C 2.690 -4.836 1.605
C 1.914 -3.696 1.759
N 1.978 -2.724 2.772
C 2.900 -2.694 3.897
C 1.028 -1.779 2.557
C -2.708 -0.014 1.398
C -3.336 1.027 2.055
H -3.745 3.929 1.644
H -4.801 4.328 3.044
H -3.188 5.062 2.922
H -2.635 2.373 5.360
H -2.416 4.131 5.067
H -4.032 3.488 5.312
H -0.578 2.584 3.377
H 0.545 0.725 2.179
H -1.222 -1.754 -0.078
H -0.387 -4.035 -0.713
H 0.952 -6.144 -1.035
H 2.915 -6.624 0.389
H 3.533 -5.019 2.275
H 3.594 -3.532 3.815
H 3.461 -1.746 3.902
H 2.359 -2.776 4.852
H 0.815 -1.007 3.291
H -3.303 -0.770 0.879
H -4.428 1.106 2.089